C7H16O2P | ωB97M-V/def2-TZVPD

Each line ends with the natural charge from an NBO analysis.
Atoms and positions in Å:
P -0.3521 -0.1973 -1.3712  2.14
O -1.1827 -1.4245 -1.1701  -1.20
O 0.8469 -0.3491 -2.2753  -1.19
C -0.1924 -1.1128 2.1329  -0.62
C 0.8414 -0.2385 1.4477  -0.07
C 1.4446 0.7080 2.5043  -0.59
C -1.5712 1.0310 -2.0469  -0.78
C -1.9319 0.6424 -3.4784  -0.61
C 0.2049 0.7916 0.4405  -0.74
C 1.7843 -1.2507 0.8600  -0.62
H -2.2556 0.8362 -1.3153  0.21
H -0.7143 -1.5590 1.2967  0.26
H 1.8416 0.1372 3.2472  0.18
H 0.5826 1.2838 3.0434  0.20
H -2.9846 0.7706 -3.7732  0.18
H 2.5680 -0.7688 0.2054  0.22
H -0.8422 1.1748 0.7635  0.22
H 2.2060 1.3553 1.9001  0.20
H 0.3247 -1.7360 2.7221  0.18
H 1.3412 -1.9087 0.2066  0.24
H -1.6570 -0.3328 -3.5101  0.23
H 0.9289 1.5007 -0.0666  0.22
H -1.1216 2.0616 -1.8820  0.19
H -1.0054 -0.5779 2.7200  0.18
H 2.1779 -2.0016 1.5681  0.19
H -1.2819 1.1645 -4.1694  0.20

Forces on the atoms, in the same order (eV/Å):
1.1 0.6 0.2
-0.3 -0.3 0.9
0.0 0.6 0.6
-3.3 3.3 -2.0
-1.3 2.2 0.6
-1.1 2.2 -2.4
3.2 1.5 -0.6
-0.6 2.6 0.6
-1.6 -2.3 -3.2
2.6 1.4 -0.2
-2.6 0.0 1.6
-0.3 -0.9 0.1
1.9 -1.5 2.3
1.6 -0.5 -1.4
0.3 0.1 0.2
-0.3 -0.5 1.0
2.1 -0.2 -0.2
-1.2 -0.7 1.8
1.4 -2.7 2.3
-1.8 -1.1 -1.9
0.4 -3.2 -0.7
-0.9 -0.4 1.2
-0.8 -0.9 -0.4
1.1 -0.3 -0.5
0.4 0.9 0.4
0.0 0.2 -0.2

* SMILES: CC[P@](=O)([O-])CC(C)(C)C
* 2S+1: 1
* total charge: -1

C2H6N2OS | ωB97M-V/def2-TZVPD

Each line ends with the natural charge from an NBO analysis.
Atoms and positions in Å:
S -0.8702 -0.2268 -2.1523  0.23
O 0.2054 2.1464 -0.7265  -0.62
N -0.1999 -0.1679 -0.6312  -0.63
N 1.1323 0.9531 0.9554  -0.86
C -0.2165 -1.3569 0.2253  -0.41
C 0.3614 1.0597 -0.1964  0.78
H 0.7361 -1.5334 0.6751  0.20
H -0.8922 -1.2364 1.0211  0.19
H -2.0137 0.3484 -1.7327  0.10
H 0.8517 0.3623 1.7120  0.39
H -0.5130 -2.2474 -0.3357  0.23
H 1.4187 1.8988 1.1858  0.40

Forces on the atoms, in the same order (eV/Å):
-0.8 0.3 -0.1
0.1 -1.1 -0.3
1.3 0.7 0.6
0.2 0.7 -0.6
0.3 0.1 -1.0
-0.5 -0.4 0.4
0.9 -0.2 0.0
-1.2 0.2 1.1
-0.3 -0.1 -0.6
0.0 -0.1 0.2
0.1 0.4 -0.1
0.0 -0.4 0.4

* SMILES: CN(S)C(N)=O
* 2S+1: 1
* total charge: 0

C18H31As2MgN2OS2 | ωB97M-V/def2-TZVPD

Each line ends with the natural charge from an NBO analysis.
Atoms and positions in Å:
As 0.8314 -2.8408 -0.3800  0.77
As 0.0156 -0.6864 2.1198  0.77
S -2.6689 -1.9937 -0.6376  -0.36
S -2.6694 0.9965 -0.3357  -0.40
Mg -0.6769 -0.5432 -0.4843  1.60
O -4.7879 -0.5574 -0.6988  -0.48
N 0.9487 1.2954 -4.5520  -0.40
N 0.1505 0.2990 -2.3256  -0.57
C 0.4610 -4.3097 -1.5795  -0.94
C -0.4439 -5.3556 2.7536  -0.18
C 0.7145 2.3659 -3.5898  -0.25
C -3.4946 -0.4937 -0.5453  0.10
C -5.6184 0.6167 -0.5445  -0.26
C 2.7474 -2.9997 -0.1401  -0.94
C -0.7651 -4.4711 3.7695  -0.20
C 1.5116 -0.1902 -2.6634  -0.25
C 1.6195 -0.3059 3.1309  -0.92
C 1.9641 0.3955 -4.0227  -0.26
C -1.3870 -0.0114 3.2691  -0.94
C 0.0258 -4.8751 1.5406  -0.21
C -0.6168 -3.1072 3.5691  -0.15
C -0.2901 0.5506 -4.7562  -0.26
C 0.1799 -3.5088 1.3296  -0.34
C 0.1983 1.7858 -2.2526  -0.27
C -0.1504 -2.6143 2.3531  -0.35
C -0.7684 -0.0876 -3.4310  -0.27
H 1.6470 2.9123 -3.4453  0.21
H -5.5804 1.2009 -1.4626  0.21
H -0.1157 -0.2144 -5.5137  0.21
H -6.6150 0.2222 -0.3730  0.22
H -1.7720 0.2372 -3.1487  0.22
H 3.1115 -2.2078 0.5131  0.23
H 0.7356 -4.0086 -2.5903  0.24
H 2.9742 -3.9684 0.3052  0.24
H -0.6019 -4.5452 -1.5575  0.25
H -1.4854 1.0601 3.1009  0.25
H 0.8481 2.0568 -1.4160  0.20
H -0.7826 -1.1799 -3.4796  0.21
H -1.0447 1.2335 -5.1483  0.22
H 2.9016 0.9420 -3.9160  0.21
H -0.5581 -6.4207 2.9019  0.23
H 2.5039 -0.5810 2.5607  0.24
H 0.2661 -5.5848 0.7593  0.22
H 3.2463 -2.9160 -1.1058  0.24
H 2.1827 0.0964 -1.8488  0.21
H 1.6575 0.7575 3.3619  0.24
H -0.8802 -2.4312 4.3735  0.21
H -1.1545 -0.1980 4.3171  0.23
H 1.0446 -5.1861 -1.2979  0.23
H -5.2786 1.2069 0.3021  0.21
H 1.5820 -0.8858 4.0525  0.24
H 2.1300 -0.4022 -4.7482  0.21
H -0.0125 3.0614 -4.0102  0.22
H -2.3193 -0.5033 2.9953  0.25
H -1.1363 -4.8400 4.7161  0.23
H -0.8093 2.1307 -2.0224  0.23
H 1.4758 -1.2819 -2.6944  0.20

Forces on the atoms, in the same order (eV/Å):
-0.2 0.2 0.2
-0.2 -0.1 -0.3
-0.1 0.3 0.1
-0.2 -0.3 0.1
-0.1 0.1 -0.4
-0.1 0.0 0.2
0.0 0.0 0.1
0.1 0.0 0.1
0.1 -0.2 0.0
0.0 0.0 0.0
0.0 0.1 0.0
0.4 0.1 -0.2
0.1 -0.2 -0.1
0.2 -0.1 0.0
0.0 0.0 0.0
0.0 -0.1 0.1
0.0 0.0 0.1
0.1 0.0 0.0
0.0 0.0 0.1
0.0 0.0 0.1
0.0 -0.1 0.0
-0.1 0.0 -0.1
0.0 0.0 -0.1
0.0 0.0 0.1
0.0 0.0 0.2
-0.1 -0.1 0.1
0.0 0.0 0.0
0.0 0.0 0.1
0.0 0.0 0.0
0.0 0.1 0.0
0.0 0.0 -0.1
0.0 0.0 0.0
0.0 0.0 0.0
0.1 0.0 0.0
0.0 0.0 0.0
0.0 0.0 0.0
0.0 0.0 0.0
0.0 0.0 0.0
0.0 0.0 0.0
0.0 0.0 0.0
0.0 0.0 0.0
0.0 0.0 0.0
0.0 0.0 0.0
0.0 0.0 0.0
0.0 0.0 0.0
0.0 0.0 0.0
0.0 0.0 0.0
-0.1 0.0 0.0
0.0 0.0 -0.1
0.0 0.0 0.0
0.1 0.1 0.0
0.0 0.0 0.0
0.0 0.0 0.0
0.0 0.0 0.0
0.0 0.0 0.0
0.0 0.0 0.0
0.0 0.1 0.0

* 2S+1: 1
* total charge: +1

C2H5IN | ωB97M-V/def2-TZVPD

Each line ends with the natural charge from an NBO analysis.
Atoms and positions in Å:
I -0.3249 -0.5675 -2.4980  0.33
N -0.7313 -0.0185 0.3016  -0.60
C 0.6768 -0.4509 0.5914  -0.28
C 0.3630 0.3082 -0.6646  -0.19
H 1.3572 0.0323 1.2690  0.28
H 0.5388 2.1443 -0.4838  0.29
H -0.9704 0.7125 0.9704  0.44
H -1.5398 -0.6308 0.0720  0.47
H 0.6306 -1.5298 0.4419  0.26

Forces on the atoms, in the same order (eV/Å):
1.0 0.5 0.4
-0.2 1.8 2.4
-0.5 -1.5 -2.9
-1.2 3.1 -0.1
-0.6 0.0 0.8
-0.2 -4.3 -0.7
-0.5 0.1 -0.5
1.1 0.1 0.2
1.0 0.2 0.4

* 2S+1: 1
* total charge: +1

Total energy / eV: -20903.770, -18034.121, -172985.700, -11733.684
Relative energy (zero: lowest compared OMol25 entry of this formula, charge and spin) / kcal/mol: 26.8, 15.8, 1.0, 94.2